[1]
The following is a quantum chemistry calculation of a gas-phase ion, CH5O2P2 (charge -1), from OMol25.

Geometry as ORCA input:
```
! RIJCOSX wB97M-V def2-TZVPD def2/J DEFGRID3
* xyz -1 1
P 0.534 -0.370 -1.143
P 1.220 0.551 0.778
O 0.522 1.856 0.928
O 2.662 0.362 1.078
C -1.287 -0.200 -0.695
H -1.779 -0.175 0.385
H -1.563 0.731 -1.134
H 0.559 -0.329 1.690
H 1.080 -1.628 -0.664
H -1.949 -0.799 -1.222
*
```

Values from the calculation:
**DFT total energy**: -874.37062 Ha
**ΔE to the lowest compared entry with this formula, charge and spin**: 0.638 eV
**Molecular weight**: 111.00 g/mol
**HOMO level**: -4.18 eV
**Frontier orbital gap**: 8.28 eV
**SMILES**: CP[P@@H](=O)[O-]



[2]
The following is a quantum chemistry calculation of 2 unconnected molecules or ions with the total composition CH5O2P2, from OMol25.

Geometry as ORCA input:
```
! RIJCOSX wB97M-V def2-TZVPD def2/J DEFGRID3
* xyz -1 1
P 0.490 -2.171 1.177
P -0.910 0.724 0.749
O -1.327 -0.765 0.520
O 1.521 -1.144 1.363
C -0.293 1.189 -0.978
H 0.373 0.455 1.189
H 0.697 -2.330 -0.371
H 0.284 2.157 -0.713
H 0.249 0.356 -1.317
H -1.083 1.530 -1.620
*
```

Values from the calculation:
**DFT total energy**: -874.30612 Ha
**ΔE to the lowest compared entry with this formula, charge and spin**: 2.393 eV
**Molecular weight**: 111.00 g/mol
**HOMO level**: -3.22 eV
**Frontier orbital gap**: 7.73 eV



[3]
The following is a quantum chemistry calculation of a gas-phase ion, CH5O2P2S (charge -1), from OMol25.

Geometry as ORCA input:
```
! RIJCOSX wB97M-V def2-TZVPD def2/J DEFGRID3
* xyz -1 1
S -3.443 0.652 0.256
P -1.877 -0.458 -0.120
P 1.092 -0.464 0.432
O -1.848 -1.472 -1.197
O -1.270 -1.147 1.299
C -0.363 0.602 -0.438
H -0.211 1.691 -0.242
H -1.918 -0.960 1.993
H -0.018 0.639 -1.409
H 1.819 -0.066 -0.664
H 0.823 -1.746 -0.133
*
```

Values from the calculation:
**DFT total energy**: -1272.59142 Ha
**ΔE to the lowest compared entry with this formula, charge and spin**: 0.000 eV
**Molecular weight**: 143.06 g/mol
**HOMO level**: -4.31 eV
**Frontier orbital gap**: 8.06 eV
**SMILES**: [O-][P@](O)(=S)CP



[4]
The following is a quantum chemistry calculation of 3 unconnected molecules or ions with the total composition CH5O4, from OMol25.

Geometry as ORCA input:
```
! RIJCOSX wB97M-V def2-TZVPD def2/J DEFGRID3
* xyz -1 1
O -0.409 -0.952 -0.867
O -2.501 0.657 -1.104
O 1.427 -0.189 -1.933
O 1.122 0.519 4.004
C 0.765 -0.544 -0.946
H -2.736 1.333 -1.751
H -1.679 0.261 -1.243
H 0.800 1.269 4.565
H 1.285 -0.597 0.123
H 0.627 0.713 3.191
*
```

Values from the calculation:
**DFT total energy**: -342.11681 Ha
**ΔE to the lowest compared entry with this formula, charge and spin**: 1.030 eV
**Molecular weight**: 81.05 g/mol
**HOMO level**: -4.23 eV
**Frontier orbital gap**: 7.55 eV



[5]
The following is a quantum chemistry calculation of a molecular structure, CH5OP, from OMol25.

Geometry as ORCA input:
```
! RIJCOSX wB97M-V def2-TZVPD def2/J DEFGRID3
* xyz 0 1
P -0.962 0.573 0.827
O 0.422 -1.926 -0.174
C 0.664 -0.270 0.471
H -1.893 -0.582 0.598
H 1.257 0.157 -0.339
H 1.369 -0.435 1.401
H -1.000 0.972 -0.449
H 1.248 -2.219 0.095
*
```

Values from the calculation:
**DFT total energy**: -457.59158 Ha
**ΔE to the lowest compared entry with this formula, charge and spin**: 2.438 eV
**Molecular weight**: 64.02 g/mol
**HOMO level**: -9.91 eV
**Frontier orbital gap**: 10.80 eV



[6]
The following is a quantum chemistry calculation of 2 unconnected molecules or ions with the total composition CH5OP, from OMol25.

Geometry as ORCA input:
```
! RIJCOSX wB97M-V def2-TZVPD def2/J DEFGRID3
* xyz 0 1
P -2.874 -0.458 -0.069
O -2.615 0.966 0.089
C 1.905 0.040 -0.164
H 1.865 0.442 0.840
H 2.924 -0.246 -0.397
H 1.262 -0.828 -0.230
H -4.037 -0.705 0.797
H 1.570 0.791 -0.866
*
```

Values from the calculation:
**DFT total energy**: -457.64887 Ha
**ΔE to the lowest compared entry with this formula, charge and spin**: 0.879 eV
**Molecular weight**: 64.02 g/mol
**HOMO level**: -9.82 eV
**Frontier orbital gap**: 8.80 eV
**SMILES**: O=P.C



[7]
The following is a quantum chemistry calculation of 2 unconnected molecules or ions with the total composition CH5OPS, from OMol25.

Geometry as ORCA input:
```
! RIJCOSX wB97M-V def2-TZVPD def2/J DEFGRID3
* xyz 0 1
S -1.624 -2.304 1.487
P 1.214 0.840 1.165
O 0.901 0.845 -0.435
C -0.133 0.205 -1.208
H -1.579 -1.349 2.436
H -1.005 0.769 -1.335
H 2.312 1.694 0.824
H -0.366 -0.732 -0.794
H 0.280 0.034 -2.140
*
```

Values from the calculation:
**DFT total energy**: -855.75316 Ha
**ΔE to the lowest compared entry with this formula, charge and spin**: 4.008 eV
**Molecular weight**: 96.09 g/mol
**HOMO level (spin up / spin down)**: -9.77 / -7.59 eV
**Frontier orbital gap (spin up / spin down)**: 9.43 / 4.99 eV



[8]
The following is a quantum chemistry calculation of a single CH5OPS molecule, from OMol25.

Geometry as ORCA input:
```
! RIJCOSX wB97M-V def2-TZVPD def2/J DEFGRID3
* xyz 0 1
S 0.773 -0.775 1.820
P -0.714 -0.297 0.456
O -0.214 -1.821 -0.935
C 0.131 1.157 -0.253
H 0.735 -2.082 -1.022
H 1.115 1.397 0.281
H 0.283 -1.815 2.243
H 0.386 0.657 -1.283
H -0.579 2.002 -0.496
*
```

Values from the calculation:
**DFT total energy**: -855.83095 Ha
**ΔE to the lowest compared entry with this formula, charge and spin**: 1.891 eV
**Molecular weight**: 96.09 g/mol
**HOMO level**: -9.36 eV
**Frontier orbital gap**: 9.60 eV
**SMILES**: CP(O)S



[9]
The following is a quantum chemistry calculation of 2 unconnected molecules or ions with the total composition CH5OS, from OMol25.

Geometry as ORCA input:
```
! RIJCOSX wB97M-V def2-TZVPD def2/J DEFGRID3
* xyz -1 1
S 1.169 0.040 1.071
O -1.991 0.297 0.662
C 1.198 -0.313 -0.734
H 1.669 -1.247 -1.060
H -1.044 0.427 1.138
H -2.652 0.814 1.163
H 1.511 0.441 -1.494
H 0.141 -0.460 -0.747
*
```

Values from the calculation:
**DFT total energy**: -514.53480 Ha
**ΔE to the lowest compared entry with this formula, charge and spin**: 0.601 eV
**Molecular weight**: 65.12 g/mol
**HOMO level**: -2.38 eV
**Frontier orbital gap**: 6.62 eV



[10]
The following is a quantum chemistry calculation of 2 unconnected molecules or ions with the total composition CH5OS, from OMol25.

Geometry as ORCA input:
```
! RIJCOSX wB97M-V def2-TZVPD def2/J DEFGRID3
* xyz -1 1
S -0.583 2.341 -0.884
O 0.584 -0.497 -0.439
C -0.076 -1.222 0.508
H -0.599 -0.658 1.193
H 0.304 0.478 -0.642
H 0.319 3.347 -0.964
H 0.774 -1.803 1.042
H -0.723 -1.986 0.187
*
```

Values from the calculation:
**DFT total energy**: -514.53784 Ha
**ΔE to the lowest compared entry with this formula, charge and spin**: 0.518 eV
**Molecular weight**: 65.12 g/mol
**HOMO level**: -2.98 eV
**Frontier orbital gap**: 7.25 eV